[1]
ORCA calculation (ωB97M-V/def2-TZVPD) on a structure of composition C38H59N8O2P.

## Properties
Spin multiplicity: 1
Molecular weight: 690.92 g mol⁻¹
LUMO energy: 0.10 eV
Largest force on an atom: 7.87 eV Å⁻¹
Highest occupied orbital energy: -7.367 eV
E: -2413.10869 hartree
Relative energy (zero: lowest compared OMol25 entry of this formula, charge and spin): 0.0 kcal/mol
Total charge: 0

```
108
Properties=species:S:1:pos:R:3:forces:R:3
C 5.453213 -1.298836 0.080829 0.018 -0.042 -0.967
P 4.257859 -2.572300 -0.544484 0.433 -1.439 0.894
C 4.681418 -2.860882 -2.345609 -0.862 1.368 0.465
C 2.544608 -1.887671 -0.592152 0.605 -0.025 -0.172
C 2.218285 -0.583715 -0.949506 0.664 0.096 0.027
C 0.913548 -0.152944 -0.997465 -0.558 1.021 -0.463
C -0.140972 -0.986300 -0.703257 -0.594 -0.352 0.353
C 0.174039 -2.269473 -0.329019 -0.251 -1.108 0.577
C 1.483717 -2.733605 -0.277457 0.539 -0.102 0.219
C 1.491980 -4.216382 0.126612 -0.115 1.661 -0.562
O 2.415386 -4.916994 0.420472 -0.646 -0.221 -0.286
N 0.113862 -4.570864 0.081754 0.307 -0.681 0.155
C -0.722121 -3.419048 0.078467 0.504 0.250 -0.441
O -1.880079 -3.442819 0.390177 0.235 0.168 -0.213
H 5.919245 -0.804328 -0.783220 -0.133 0.364 0.349
H 6.255235 -1.851970 0.583134 -0.257 0.023 -0.023
H 5.016010 -0.600540 0.798629 -0.001 -0.081 -0.276
H 5.496783 -3.573935 -2.448119 -0.100 0.104 -0.019
H 4.894370 -1.884446 -2.804105 0.300 -0.342 -0.178
H 3.752778 -3.208881 -2.812409 0.322 -0.293 0.013
H 3.022975 0.105193 -1.192603 -0.129 -0.014 0.010
H 0.675546 0.860781 -1.307066 0.313 -0.087 0.025
H -1.180488 -0.675922 -0.758952 0.136 0.097 0.009
H -0.063920 -5.254165 -0.645139 -0.449 -0.429 0.566
C 0.788772 -7.476690 1.635757 0.001 -0.081 0.130
C 0.585144 -8.471347 2.773074 -0.063 0.253 -0.135
C 1.252104 -9.825375 2.507940 -0.306 0.089 -0.091
C 0.691095 -10.448084 1.298151 0.148 -0.186 -0.010
N 0.252359 -10.929834 0.350646 0.055 0.139 0.209
H 0.335505 -7.832319 0.707922 0.026 -0.061 0.014
H 0.324806 -6.522387 1.878119 0.054 0.010 -0.006
H 1.849105 -7.298836 1.453350 -0.030 0.053 -0.030
H -0.485429 -8.615554 2.935403 0.036 -0.098 0.063
H 0.994686 -8.050039 3.693341 0.022 -0.108 0.024
H 1.092646 -10.497529 3.351760 0.039 -0.079 -0.057
H 2.327607 -9.701506 2.373125 -0.002 -0.029 -0.049
C -1.141472 2.649486 2.082383 -0.059 -0.069 0.016
C -1.868273 3.257732 0.888649 -0.021 -0.040 0.333
C -1.264679 2.834884 -0.454147 0.103 0.293 0.253
C 0.138765 3.268207 -0.537793 0.034 -0.093 -0.220
N 1.242052 3.587164 -0.603236 -0.212 0.000 0.026
H -0.102872 2.980098 2.131299 0.001 -0.029 -0.029
H -1.621244 2.952857 3.011759 0.042 0.012 -0.001
H -1.152436 1.557533 2.033184 0.032 0.013 -0.026
H -1.847426 4.346437 0.976217 -0.022 -0.005 -0.085
H -2.916771 2.953685 0.914178 0.010 -0.006 -0.143
H -1.823802 3.280328 -1.277005 0.079 -0.063 -0.087
H -1.307246 1.751043 -0.566778 -0.017 0.018 -0.042
C 7.724098 1.828787 2.616480 -0.178 0.229 -0.106
C 6.757197 2.982425 2.372943 0.073 -0.152 3.684
C 5.455538 2.847494 3.171125 0.344 -0.113 -0.019
C 4.748612 1.615299 2.792414 -0.173 0.095 0.178
N 4.200733 0.648795 2.496078 0.059 0.185 0.059
H 7.299702 0.875993 2.295100 -0.048 -0.042 0.008
H 8.645255 1.980434 2.053354 0.049 -0.002 -0.015
H 7.983333 1.749265 3.674842 0.066 -0.089 0.012
H 6.529477 3.039074 1.306370 -0.344 -0.466 3.929
H 7.243030 3.920997 2.647072 -0.041 0.167 0.145
H 4.803452 3.698916 2.974870 -0.114 -0.027 0.032
H 5.661626 2.819376 4.242402 -0.207 -0.085 0.129
C 4.161375 4.166499 -2.445868 0.015 -0.011 -0.089
C 4.878660 5.368697 -1.845345 -0.276 -0.115 -0.092
C 6.366275 5.108359 -1.580849 -0.208 -0.016 0.342
C 6.536048 3.999485 -0.626158 0.101 0.636 -0.480
N 6.668582 3.136045 0.122030 0.457 -0.132 -7.855
H 4.175035 3.312999 -1.767412 -0.008 0.004 0.010
H 3.117401 4.406945 -2.640554 0.008 -0.035 0.037
H 4.623201 3.864295 -3.389560 0.020 0.006 0.023
H 4.384266 5.648688 -0.912990 0.061 0.042 0.009
H 4.784491 6.217573 -2.525816 0.136 0.033 0.067
H 6.837580 5.999548 -1.165247 0.076 -0.013 0.015
H 6.881393 4.855246 -2.508730 0.033 -0.073 0.036
C -3.624252 -3.291151 -1.954350 -0.263 -0.057 -0.076
C -4.746848 -2.671158 -2.777844 0.204 -0.298 0.097
C -4.255137 -1.443718 -3.551853 -0.208 0.045 0.327
C -3.769656 -0.430696 -2.600557 0.120 0.076 -0.138
N -3.392432 0.330390 -1.824250 -0.091 -0.080 -0.179
H -3.252644 -2.599115 -1.203311 -0.021 0.010 -0.024
H -3.979567 -4.177300 -1.429119 0.069 0.000 0.023
H -2.787907 -3.588164 -2.593206 -0.006 0.004 -0.002
H -5.572251 -2.391240 -2.119499 0.003 0.068 -0.055
H -5.138673 -3.410084 -3.479157 -0.018 0.143 -0.115
H -5.060185 -1.015504 -4.147403 0.135 -0.001 -0.017
H -3.445247 -1.719627 -4.228789 0.045 0.082 0.026
C -4.776911 2.300319 4.671516 -0.002 -0.022 0.025
C -4.748905 3.043334 6.002941 -0.078 -0.242 -0.140
C -4.415162 4.531012 5.848297 0.217 -0.271 0.014
C -3.085292 4.698513 5.241843 -0.001 0.268 -0.005
N -2.045952 4.829467 4.767621 -0.234 -0.064 0.106
H -3.800969 2.315786 4.183327 -0.011 0.051 -0.001
H -5.046296 1.255250 4.824861 -0.023 0.017 -0.020
H -5.508160 2.742039 3.990979 0.017 -0.013 -0.011
H -4.017556 2.569588 6.660747 -0.008 0.091 0.049
H -5.723261 2.948835 6.486220 0.030 0.099 0.052
H -4.419735 5.022831 6.821309 0.040 0.077 -0.041
H -5.154616 5.025405 5.216534 0.041 0.031 -0.026
C -8.413138 2.805489 -5.931753 -0.031 0.003 0.011
C -8.134813 2.338236 -4.507353 -0.188 0.154 -0.181
C -6.773428 1.649964 -4.360695 -0.286 -0.139 -0.096
C -6.706566 0.455522 -5.218201 0.117 0.049 -0.010
N -6.658017 -0.476804 -5.890001 -0.063 0.204 0.136
H -8.450955 1.966637 -6.628363 0.058 -0.004 0.015
H -9.375937 3.314113 -5.983317 0.028 0.025 -0.002
H -7.644082 3.501125 -6.273834 -0.014 -0.010 -0.018
H -8.927027 1.655081 -4.194456 0.071 -0.024 0.076
H -8.168916 3.197751 -3.835434 0.080 -0.069 0.070
H -6.613861 1.346324 -3.325036 0.102 -0.045 -0.028
H -5.968273 2.330375 -4.641756 0.038 -0.051 -0.017
```
Positions in Å, forces in eV/Å.


[2]
ORCA calculation (ωB97M-V/def2-TZVPD) on an isolated molecule of C20H20ClN3O2.

## Properties
Spin multiplicity: 1
Molecular weight: 369.85 g mol⁻¹
Structure (SMILES): Cc1cc(Cl)c2oc(C(=O)N3CCN(c4ccncc4)CC3)c(C)c2c1
LUMO energy: 0.26 eV
Largest force on an atom: 1.30 eV Å⁻¹
Highest occupied orbital energy: -8.320 eV
E: -1549.08649 hartree
Relative energy (zero: lowest compared OMol25 entry of this formula, charge and spin): 39.0 kcal/mol
Total charge: 0

```
46
Properties=species:S:1:pos:R:3:forces:R:3
C -6.007366 -2.132654 -0.231870 -0.024 0.028 -0.018
C -4.819318 -1.222083 -0.154416 0.036 -0.030 0.034
C -4.795090 -0.078487 -0.967521 0.195 0.053 0.086
C -3.736544 0.804421 -0.945345 0.149 0.068 0.048
Cl -3.710907 2.206322 -1.953492 0.023 0.077 -0.043
C -2.678485 0.534516 -0.086439 -0.365 -0.835 0.341
O -1.550844 1.245820 0.097302 -0.027 0.452 -0.217
C -0.818029 0.575177 1.043679 -0.564 -1.048 0.526
C 0.458642 1.131201 1.529938 0.156 0.294 -0.027
O 0.864096 0.871533 2.653458 -0.101 -0.182 0.082
N 1.137587 1.970657 0.707612 0.100 0.110 0.060
C 0.952634 2.100717 -0.722366 -0.085 0.014 -0.465
C 2.341769 2.101442 -1.392794 -0.170 -0.024 -0.003
N 3.247128 1.233050 -0.681404 -0.032 0.074 -0.057
C 3.308100 -0.113803 -0.944847 0.154 -0.268 -0.138
C 2.481147 -0.750622 -1.880809 -0.009 0.137 0.022
C 2.638473 -2.103342 -2.111743 -0.083 0.091 -0.033
N 3.531443 -2.866371 -1.503934 0.020 -0.560 -0.155
C 4.326325 -2.268171 -0.630025 0.054 0.160 0.145
C 4.267712 -0.925173 -0.319707 -0.082 0.023 0.050
C 3.568242 1.745650 0.638571 0.142 0.135 0.200
C 2.373143 2.549087 1.189423 0.131 -0.004 0.248
C -1.461955 -0.554884 1.473464 0.564 0.593 -0.161
C -1.004665 -1.549642 2.475282 0.108 0.029 0.019
C -2.687307 -0.608906 0.733389 -0.081 0.642 -0.507
C -3.766767 -1.491116 0.696103 0.102 0.144 -0.042
H -5.878466 -2.995036 0.415999 -0.040 -0.080 0.028
H -6.909373 -1.602454 0.070045 -0.105 -0.035 0.023
H -6.152513 -2.481146 -1.252962 -0.062 -0.082 -0.046
H -5.625655 0.115228 -1.628214 -0.077 0.071 -0.103
H 0.368864 1.257814 -1.090878 0.078 0.133 0.009
H 0.411880 3.025287 -0.957311 0.008 -0.108 -0.082
H 2.773422 3.106949 -1.375657 -0.053 -0.062 -0.081
H 2.264683 1.795676 -2.435689 -0.001 0.096 0.042
H 1.713657 -0.218590 -2.419356 -0.072 0.063 -0.032
H 1.999816 -2.610582 -2.824044 -0.097 0.054 -0.078
H 5.059602 -2.906861 -0.154514 0.102 0.034 0.092
H 4.974422 -0.512241 0.381944 0.066 0.033 0.048
H 4.459656 2.384169 0.593774 -0.031 -0.050 0.128
H 3.765419 0.910506 1.310698 -0.003 0.076 -0.047
H 2.364121 2.505710 2.278969 0.062 0.099 -0.159
H 2.412849 3.594485 0.871279 0.012 -0.044 0.028
H -1.770698 -1.686826 3.236640 -0.033 -0.053 0.096
H -0.829400 -2.511820 1.994321 -0.009 -0.092 0.009
H -0.089830 -1.207316 2.948124 -0.009 -0.086 0.058
H -3.771629 -2.367312 1.325340 -0.047 -0.143 0.072
```
Positions in Å, forces in eV/Å.


Question: What is the total charge in the second record?
Answer: 0